C4H7NO2 in the gas phase. Source: OMol25; level of theory: ωB97M-V with the def2-TZVPD basis set.

Summary:
M = 101.10 g mol⁻¹
Lowest unoccupied orbital energy = 0.02775 Eh
Charge = 0
F_max = 0.4 eV/Å
SMILES = C[C@H]1CNC(=O)O1
Multiplicity = 1
Energy above the lowest of the compared OMol25 structures with the same formula, charge and spin = 6.7 kJ/mol
Frontier orbital gap = 10.782 eV
Total energy = -9847.2098 eV

Element x y z (Å)
C1 -1.53962 -0.90340 0.12325
C2 -0.38638 -0.26500 -0.62540
C3 0.00564 1.14399 -0.11140
N1 1.29072 0.88126 0.48854
C4 1.73318 -0.40178 0.26404
O1 2.77610 -0.88772 0.61259
O2 0.77650 -1.07848 -0.42370
H1 -1.28483 -0.98806 1.18512
H2 -1.72574 -1.90782 -0.26717
H3 -2.45454 -0.31013 0.02446
H4 -0.58640 -0.24506 -1.70156
H5 -0.71513 1.50527 0.63273
H6 0.06356 1.88191 -0.92012
H7 1.99423 1.59250 0.59523